# 1
A cluster of 3 separate species, C24H52BN2O15P in total in a non-equilibrium geometry. Source: the Open Molecules 2025 dataset; level of theory: wB97M-V/def2-TZVPD.

Structure (ORCA input):
```
! wB97M-V def2-TZVPD RIJCOSX def2/J DEFGRID3
* xyz 0 1
C 6.150 -1.364 -0.060
C 5.520 0.058 -0.202
O 6.108 0.762 -1.286
C 5.545 0.327 -2.502
C 4.155 0.969 -2.795
O 3.439 0.025 -3.585
C 2.095 0.409 -3.856
C 0.947 -0.356 -3.102
C 0.018 0.779 -2.583
P -1.709 0.398 -2.122
O -2.511 1.525 -2.596
O -1.959 0.335 -0.515
O -2.357 -0.939 -2.786
O 0.161 -0.900 -4.206
C 0.057 -2.242 -4.006
O -0.004 -3.066 -4.786
O 0.091 -2.381 -2.612
C 1.256 -1.607 -2.218
C 2.429 -2.542 -2.600
C 2.199 -4.046 -2.381
O 3.149 -4.718 -2.212
C 1.236 -1.093 -0.749
B 1.789 -2.145 0.326
O 3.076 -2.231 0.786
O 0.878 -3.086 0.814
H 7.159 -1.418 -0.475
H 5.508 -2.083 -0.585
H 6.119 -1.623 1.006
H 5.781 0.615 0.707
H 4.425 -0.027 -0.308
H 5.441 -0.769 -2.562
H 6.216 0.616 -3.322
H 3.587 1.149 -1.867
H 4.305 1.899 -3.364
H 2.045 1.502 -3.711
H 1.947 0.263 -4.935
H 0.503 1.316 -1.754
H -0.057 1.521 -3.385
H -2.920 0.232 -0.373
H -2.434 -1.596 -2.072
H 2.716 -2.417 -3.658
H 3.343 -2.286 -2.046
H 1.216 -4.549 -2.356
H 1.788 -0.147 -0.664
H 0.170 -0.967 -0.506
H 3.438 -1.370 1.034
H 0.211 -2.621 1.337
C 4.607 -0.567 7.198
O 3.925 0.675 7.226
C 4.705 1.768 6.751
C 4.163 2.284 5.430
N 4.403 1.328 4.352
C 3.693 1.638 3.114
C 2.164 1.616 3.141
O 1.608 0.326 3.343
C 1.495 -0.077 4.700
H 3.991 -1.297 7.721
H 4.758 -0.916 6.172
H 5.573 -0.498 7.707
H 5.765 1.510 6.675
H 4.611 2.565 7.495
H 4.656 3.230 5.186
H 3.093 2.478 5.566
H 4.119 0.408 4.661
H 4.017 0.897 2.376
H 4.029 2.613 2.748
H 1.821 1.930 2.150
H 1.743 2.339 3.847
H 1.313 0.768 5.367
H 2.385 -0.625 5.017
H 0.649 -0.763 4.774
C -9.073 -1.016 -3.387
O -9.093 0.391 -3.227
C -9.848 0.830 -2.103
C -8.938 1.415 -1.036
N -8.137 0.375 -0.397
C -7.067 0.888 0.456
C -5.954 1.704 -0.206
O -5.131 0.959 -1.087
C -5.628 0.830 -2.411
H -8.611 -1.236 -4.348
H -8.480 -1.497 -2.602
H -10.087 -1.428 -3.384
H -10.478 0.034 -1.698
H -10.508 1.625 -2.463
H -9.551 1.911 -0.277
H -8.308 2.170 -1.519
H -7.722 -0.207 -1.113
H -6.601 0.018 0.928
H -7.512 1.482 1.261
H -5.291 2.049 0.594
H -6.328 2.609 -0.697
H -6.207 1.703 -2.719
H -6.226 -0.079 -2.512
H -4.771 0.734 -3.076
*
```

The calculation puts the electronic energy at -2549.9908 hartree. Its SMILES is CCOCCOC[C@@]1(CP(=O)(O)O)OC(=O)O[C@]1(CC=O)CB(O)O.COCCNCCOC.COCCNCCOC.

Here are the Mulliken charges for atoms 1 to 2, given in e: number 1, C, carries -1.278; number 2, C, carries 0.887

=====

# 2
An isolated molecule of C4H12N2O in a non-equilibrium geometry. Source: the Open Molecules 2025 dataset; level of theory: wB97M-V/def2-TZVPD.

Structure (ORCA input):
```
! wB97M-V def2-TZVPD RIJCOSX def2/J DEFGRID3
* xyz 0 1
C 0.801 2.406 0.069
C 0.152 1.225 0.743
O -1.018 1.526 1.453
C 0.014 0.154 -0.311
N -0.902 -0.942 -0.039
C -0.165 -2.216 0.207
N 0.333 -2.657 -1.055
H 1.469 2.112 -0.754
H 1.426 2.939 0.805
H 0.092 3.145 -0.247
H 0.678 0.836 1.658
H -1.767 1.543 0.904
H -0.420 0.629 -1.318
H 0.997 -0.196 -0.863
H -1.665 -0.669 0.480
H 0.445 -1.945 1.134
H -1.105 -2.918 0.236
H 1.090 -2.059 -1.379
H -0.453 -2.913 -1.722
*
```

For the energy above the lowest of the compared OMol25 structures with the same formula, charge and spin, the calculation gives 3.310 eV. The calculation puts the electronic energy at -344.2634 hartree. Its SMILES is C[C@@H](O)CNCN.

Here are the Mulliken charges for atoms 1 to 2, given in e: number 1, C, carries -1.265; number 2, C, carries 0.679

=====

# 3
An isolated molecule of C17H19N3O6. Source: the Open Molecules 2025 dataset; level of theory: wB97M-V/def2-TZVPD.

Structure (ORCA input):
```
! wB97M-V def2-TZVPD RIJCOSX def2/J DEFGRID3
* xyz 0 1
C 0.859 0.462 2.900
C 2.081 0.690 2.016
O 2.139 -0.182 0.904
C 1.395 0.068 -0.203
C 0.500 1.103 -0.359
C -0.185 1.293 -1.566
C -1.129 2.377 -1.735
C -2.053 2.805 -0.853
C -2.456 2.141 0.363
N -2.145 0.891 0.585
C -2.603 0.281 1.692
O -2.217 -0.974 1.859
C -3.379 0.929 2.637
N -3.819 0.254 3.827
O -4.192 -0.893 3.712
O -3.777 0.875 4.863
C -3.762 2.309 2.431
O -4.469 3.003 3.117
N -3.233 2.828 1.230
C 0.086 0.438 -2.627
C 0.953 -0.630 -2.474
C 1.616 -0.846 -1.275
O 2.486 -1.830 -0.971
C 2.914 -2.847 -1.871
C 1.792 -3.803 -2.281
C 3.704 -2.306 -3.063
H -0.057 0.735 2.384
H 0.943 1.064 3.801
H 0.797 -0.586 3.183
H 2.988 0.458 2.581
H 2.136 1.736 1.688
H 0.334 1.811 0.435
H -1.072 2.897 -2.685
H -2.623 3.694 -1.088
H -1.663 -1.236 1.108
H -3.481 3.793 1.041
H -0.419 0.578 -3.571
H 1.106 -1.286 -3.313
H 3.612 -3.407 -1.234
H 1.225 -4.099 -1.402
H 1.109 -3.357 -2.998
H 2.228 -4.691 -2.728
H 4.423 -1.567 -2.719
H 4.244 -3.124 -3.532
H 3.065 -1.845 -3.809
*
```

For the energy above the lowest of the compared OMol25 structures with the same formula, charge and spin, the calculation gives 4.313 eV. The calculation puts the electronic energy at -1274.8093 hartree. Its SMILES is CCOc1cc(/C=C\c2nc(O)c([N+](=O)[O-])c(=O)[nH]2)ccc1OC(C)C.

Here are the Mulliken charges for atoms 1 to 2, given in e: number 1, C, carries -0.430; number 2, C, carries -0.604

=====

# 4
A structure of composition C18H26ClIrNO3PTe in a non-equilibrium geometry. Source: the Open Molecules 2025 dataset; level of theory: wB97M-V/def2-TZVPD.

Structure (ORCA input):
```
! wB97M-V def2-TZVPD RIJCOSX def2/J DEFGRID3
* xyz 2 1
Ir -0.227 0.114 -0.192
C 4.002 -0.084 0.592
P 2.720 0.218 1.798
C 3.071 1.768 2.606
C 2.796 -1.068 3.023
O 1.331 0.239 1.157
H 4.982 -0.111 1.071
H 4.004 0.711 -0.155
H 3.822 -1.044 0.105
H 4.088 1.767 3.003
H 2.374 1.905 3.434
H 2.959 2.595 1.905
H 3.776 -1.051 3.505
H 2.640 -2.043 2.563
H 2.029 -0.898 3.779
C -3.259 4.722 2.840
C -2.537 3.642 2.097
C -2.332 3.710 0.720
C -1.675 2.696 0.062
N -1.207 1.612 0.704
C -1.403 1.529 2.036
C -2.058 2.507 2.747
H -3.245 5.662 2.294
H -2.828 4.874 3.828
H -4.303 4.432 2.980
H -2.693 4.555 0.150
H -1.556 2.730 -1.010
H -1.026 0.640 2.525
H -2.192 2.382 3.814
Cl -5.290 -5.649 -3.696
C -4.221 -4.446 -3.095
C -2.898 -4.440 -3.523
C -2.039 -3.478 -3.036
C -2.505 -2.524 -2.127
C -3.839 -2.538 -1.711
C -4.700 -3.500 -2.195
C -1.588 -1.549 -1.578
O -1.967 -0.696 -0.671
O -0.357 -1.451 -1.917
H -2.558 -5.189 -4.224
H -1.005 -3.459 -3.353
H -4.195 -1.794 -1.011
H -5.735 -3.532 -1.883
C 2.053 -0.006 -2.849
Te 0.421 1.222 -2.353
C 1.573 2.819 -1.583
H 2.624 0.505 -3.623
H 1.645 -0.940 -3.220
H 2.657 -0.169 -1.961
H 2.405 2.407 -1.018
H 0.932 3.415 -0.937
H 1.932 3.427 -2.412
*
```

For the energy above the lowest of the compared OMol25 structures with the same formula, charge and spin, the calculation gives 0.870 eV. The calculation puts the electronic energy at -2155.3841 hartree.

Here are the Mulliken charges for atoms 1 to 2, given in e: number 1, Ir, carries 1.737; number 2, C, carries -1.120

=====

# 5
A structure of composition C9H9CuN2O5S in a non-equilibrium geometry. Source: the Open Molecules 2025 dataset; level of theory: wB97M-V/def2-TZVPD.

Structure (ORCA input):
```
! wB97M-V def2-TZVPD RIJCOSX def2/J DEFGRID3
* xyz 1 2
O -0.193 4.876 0.043
C 0.363 3.999 -0.416
Cu -0.529 -0.893 0.105
C -0.203 -2.782 -0.501
O -0.158 -3.797 -1.055
C 0.797 -0.231 -1.378
O 0.574 -1.012 -2.323
C 2.263 -0.146 -0.944
O 3.445 -0.076 -1.057
C -2.382 0.080 -0.203
O -3.345 -0.387 -0.655
H -0.265 0.461 -0.718
S -0.200 -0.533 2.382
C -0.036 0.711 3.528
N -1.137 1.187 4.142
C -1.129 1.888 5.422
C 0.165 2.658 5.542
C 1.352 1.743 5.312
N 1.177 1.066 4.020
H -1.982 0.719 3.811
H -1.251 1.247 6.308
H -1.984 2.553 5.357
H 0.243 3.112 6.532
H 0.195 3.451 4.795
H 1.454 1.058 6.171
H 2.291 2.283 5.193
H 1.941 0.518 3.618
*
```

For the energy above the lowest of the compared OMol25 structures with the same formula, charge and spin, the calculation gives 0.413 eV. The calculation puts the electronic energy at -2872.3693 hartree. Its expectation value of S² is 0.7625.

Here are the Mulliken charges for atoms 1 to 2, given in e: number 1, O, carries -0.165; number 2, C, carries 0.169

=====

# 6
A structure of composition C24H42Cl3N4O3SiTi in a non-equilibrium geometry. Source: the Open Molecules 2025 dataset; level of theory: wB97M-V/def2-TZVPD.

Structure (ORCA input):
```
! wB97M-V def2-TZVPD RIJCOSX def2/J DEFGRID3
* xyz 0 2
C -3.921 -3.274 -1.314
C -2.419 -3.190 -1.067
H -4.278 -4.245 -0.907
H -4.150 -3.291 -2.397
H -4.460 -2.448 -0.833
C -1.612 -4.246 -1.512
C -1.855 -5.027 -2.732
H -0.950 -4.723 -0.778
H -1.851 -4.415 -3.650
H -2.783 -5.628 -2.720
H -1.019 -5.729 -2.849
Ti 0.354 2.694 0.059
Cl -0.971 3.705 1.591
Cl 0.246 4.161 -1.606
C 1.227 0.754 2.285
O 1.323 1.300 1.143
N 2.309 0.142 2.744
C 3.424 -0.032 1.818
C 2.417 -0.279 4.126
H 0.290 0.804 2.876
H 3.560 0.855 1.190
H 3.260 -0.890 1.146
H 4.321 -0.193 2.410
H 1.685 0.302 4.700
H 3.435 -0.043 4.458
H 2.197 -1.354 4.221
H -0.826 -0.774 -3.476
H 1.044 -2.772 -2.673
C 0.163 -0.332 -3.647
C 1.754 -1.939 -2.772
N 1.089 -0.669 -2.585
H 0.068 0.739 -3.752
C 1.529 0.197 -1.632
O 1.287 1.431 -1.603
H 2.551 -2.042 -2.029
H 2.062 -0.284 -0.806
H 0.531 -0.747 -4.588
H 2.181 -2.032 -3.783
O -2.025 -1.635 -1.012
C -1.943 -2.402 0.154
C 0.555 -2.880 0.178
C -0.659 -2.717 0.844
H 0.545 -2.775 -0.903
C 1.708 -3.264 0.872
H -2.742 -2.167 0.861
C -0.728 -2.959 2.228
H 2.641 -3.442 0.314
C 1.629 -3.477 2.258
C 0.406 -3.326 2.937
H -1.705 -2.895 2.713
H 2.516 -3.852 2.767
H 0.336 -3.510 4.013
Si -3.010 1.754 -1.415
Cl -1.077 0.967 -0.243
C -2.480 2.142 -3.142
C -3.285 3.527 -0.822
C -4.524 0.821 -0.963
H -1.825 1.392 -3.606
H -1.996 3.126 -3.152
H -3.402 2.233 -3.731
H -4.686 -0.046 -1.617
H -5.388 1.497 -1.110
H -4.525 0.512 0.092
H -2.362 4.129 -0.917
H -3.631 3.607 0.229
H -4.049 3.947 -1.485
C 1.485 4.492 3.460
C 2.261 4.418 2.209
N 2.032 3.946 0.981
C 3.179 4.225 0.227
C 4.075 4.880 1.019
N 3.502 4.962 2.266
H 1.978 3.922 4.267
H 1.441 5.544 3.774
H 0.467 4.121 3.301
H 3.238 3.896 -0.801
H 5.033 5.313 0.821
H 3.803 5.490 3.082
*
```

For the energy above the lowest of the compared OMol25 structures with the same formula, charge and spin, the calculation gives 0.000 eV. The calculation puts the electronic energy at -3904.0544 hartree. Its expectation value of S² is 0.7526.

Here are the Mulliken charges for atoms 1 to 2, given in e: number 1, C, carries -1.853; number 2, C, carries 1.284

=====

Please write out number 2 again, unchanged.
An isolated molecule of C4H12N2O in a non-equilibrium geometry. Source: the Open Molecules 2025 dataset; level of theory: wB97M-V/def2-TZVPD.

Structure (ORCA input):
```
! wB97M-V def2-TZVPD RIJCOSX def2/J DEFGRID3
* xyz 0 1
C 0.801 2.406 0.069
C 0.152 1.225 0.743
O -1.018 1.526 1.453
C 0.014 0.154 -0.311
N -0.902 -0.942 -0.039
C -0.165 -2.216 0.207
N 0.333 -2.657 -1.055
H 1.469 2.112 -0.754
H 1.426 2.939 0.805
H 0.092 3.145 -0.247
H 0.678 0.836 1.658
H -1.767 1.543 0.904
H -0.420 0.629 -1.318
H 0.997 -0.196 -0.863
H -1.665 -0.669 0.480
H 0.445 -1.945 1.134
H -1.105 -2.918 0.236
H 1.090 -2.059 -1.379
H -0.453 -2.913 -1.722
*
```

For the energy above the lowest of the compared OMol25 structures with the same formula, charge and spin, the calculation gives 3.310 eV. The calculation puts the electronic energy at -344.2634 hartree. Its SMILES is C[C@@H](O)CNCN.

Here are the Mulliken charges for atoms 1 to 2, given in e: number 1, C, carries -1.265; number 2, C, carries 0.679

=====

- Which of these has the lowest electronic energy?
  C24H42Cl3N4O3SiTi

=====

- Among the records above, which one has the highest electronic energy?
  C4H12N2O